Record 1
# C2H6N6

C2H6N6 in the gas phase (wB97M-V/def2-TZVPD, the Open Molecules 2025 dataset).

Values from the calculation:
Structure (SMILES): N/N=c1/[nH]cnn1N
Lowest unoccupied orbital energy in eV: 0.9
HOMO-LUMO gap in eV: 8.682

Each line ends with the Mulliken charge.
CARTESIAN COORDINATES (ANGSTROEM)
C (0.46639, 0.06205, -0.20222)  0.23
C (1.25514, -0.19639, 2.02024)  -0.06
H (-1.13916, 1.50639, -2.12777)  0.23
H (-0.50876, -0.00190, -2.73470)  0.25
H (2.38580, 0.95047, 0.57473)  0.30
H (1.92931, -0.05007, 2.80827)  0.40
H (-1.77135, -0.11127, -0.66815)  0.55
H (-1.81369, -1.64891, 0.00418)  0.24
N (-0.78310, 0.53569, -1.88276)  -0.45
N (0.58543, 0.65543, -1.32425)  -0.68
N (1.55260, 0.20665, 0.71632)  -0.22
N (0.05849, -0.70712, 1.93337)  -0.79
N (-0.48419, -0.51373, 0.60975)  0.93
N (-1.73293, -0.68730, 0.27298)  -0.93

---

Record 2
# CH2O2S2

CH2O2S2 in the gas phase (wB97M-V/def2-TZVPD, the Open Molecules 2025 dataset).

Values from the calculation:
Structure (SMILES): O=S(=O)=CS
Lowest unoccupied orbital energy (spin up / spin down) in eV: -1.8 / -1.8
HOMO-LUMO gap (spin up / spin down) in eV: 7.500 / 7.551

Each line ends with the Mulliken charge.
CARTESIAN COORDINATES (ANGSTROEM)
C (-0.95601, 0.14173, -0.41425)  -0.18
O (-2.32694, 1.90717, -1.96830)  -0.47
O (-2.10568, -0.49827, -2.67056)  -0.51
S (-0.47075, -1.48634, -0.44822)  -0.01
S (-1.57095, 0.68470, -1.99744)  0.83
H (0.09512, 0.82476, -0.02096)  0.24
H (0.62654, -1.28635, 0.11817)  0.12

---

Record 3
# C3H7NO

C3H7NO in the gas phase (wB97M-V/def2-TZVPD, the Open Molecules 2025 dataset).

Values from the calculation:
Structure (SMILES): CCC(N)=O
Lowest unoccupied orbital energy in eV: 0.9
HOMO-LUMO gap in eV: 10.710

Each line ends with the Mulliken charge.
CARTESIAN COORDINATES (ANGSTROEM)
C (-0.02043, 0.70261, 1.51982)  -0.96
C (-0.57990, 0.06669, 0.23414)  -0.25
C (0.27283, -0.85073, -0.61659)  0.43
N (0.35772, -0.45184, -1.96084)  -0.43
O (1.05246, -1.63359, -0.13551)  -0.57
H (-0.63766, 0.35244, 2.35654)  0.27
H (0.96866, 0.30412, 1.74239)  0.33
H (-0.15740, 1.78008, 1.50829)  0.27
H (-1.02512, 0.73460, -0.48665)  0.29
H (-1.30005, -0.69172, 0.59609)  0.18
H (-0.15717, 0.31801, -2.33124)  0.21
H (1.22606, -0.63066, -2.42644)  0.22

---

Record 4
# C4H8O

C4H8O in the gas phase (wB97M-V/def2-TZVPD, the Open Molecules 2025 dataset).

Values from the calculation:
Structure (SMILES): CC1(O)CC1
Lowest unoccupied orbital energy in eV: 1.0
HOMO-LUMO gap in eV: 10.734

Each line ends with the Mulliken charge.
CARTESIAN COORDINATES (ANGSTROEM)
C (-1.23164, -0.72715, -0.01837)  -1.29
C (-0.14811, 0.32859, -0.05937)  0.95
C (1.13466, 0.13705, 0.71866)  -0.78
C (1.08721, 0.03952, -0.77887)  -0.64
H (-0.82429, -1.77867, 0.07757)  0.30
H (-1.82334, -0.77782, -0.95435)  0.30
H (-1.96136, -0.62739, 0.79979)  0.36
H (-1.26160, 1.74976, 0.62326)  0.36
H (1.61875, 1.02664, 1.14996)  0.27
H (1.27943, -0.79637, 1.23344)  0.25
H (1.22509, -0.98383, -1.19801)  0.21
H (1.59067, 0.76953, -1.41415)  0.27
O (-0.68546, 1.64012, -0.17955)  -0.55

---

Record 5
# C9H21AlN2O3P

A molecular structure, C9H21AlN2O3P (wB97M-V/def2-TZVPD, the Open Molecules 2025 dataset).

Values from the calculation:
Net charge: -1
Lowest unoccupied orbital energy in eV: 2.9
HOMO-LUMO gap in eV: 7.747

Each line ends with the Mulliken charge.
CARTESIAN COORDINATES (ANGSTROEM)
O (-2.35211, -1.03325, 1.60751)  -0.69
P (-0.93334, -1.13901, 2.04074)  0.57
O (-0.07864, -2.08095, 1.02250)  -0.45
O (-0.80557, -1.68802, 3.57600)  -0.53
C (-0.19602, 0.52040, 2.10034)  -0.34
Al (1.85247, 0.20249, 2.33230)  0.08
H (0.79741, -2.26432, 1.40356)  0.36
H (0.13502, -1.76061, 3.81712)  0.33
H (-0.61938, 1.08273, 2.93983)  0.29
H (-0.44386, 0.98415, 1.13767)  -0.05
H (2.26511, -0.67255, 1.10535)  -0.05
H (1.96674, -0.75034, 3.64907)  -0.30
H (2.67951, 1.56926, 2.43810)  -0.28
C (4.22936, -2.04229, -3.11136)  -1.14
C (3.04166, -2.99814, -3.09709)  -0.43
C (1.93552, -2.55790, -2.13469)  -0.34
C (2.44709, -2.49907, -0.75867)  0.39
N (2.84072, -2.45464, 0.31072)  -0.56
H (4.71315, -1.99212, -2.13498)  0.35
H (4.97966, -2.37717, -3.83018)  0.33
H (3.91778, -1.03398, -3.39171)  0.30
H (3.39055, -3.99675, -2.82399)  0.29
H (2.62652, -3.06787, -4.10582)  0.31
H (1.10290, -3.26084, -2.16624)  0.28
H (1.55544, -1.57216, -2.41278)  0.28
C (-3.53591, 1.80922, -0.56026)  -1.12
C (-3.94916, 2.75232, 0.56054)  -0.37
C (-3.59541, 4.21681, 0.27608)  -0.39
C (-2.14150, 4.38592, 0.10528)  0.24
N (-1.01683, 4.51606, -0.03058)  -0.42
H (-2.45446, 1.80401, -0.70164)  0.30
H (-3.83488, 0.78845, -0.32351)  0.28
H (-4.00318, 2.09553, -1.50777)  0.37
H (-3.47044, 2.42883, 1.48687)  0.26
H (-5.02857, 2.67640, 0.71319)  0.31
H (-3.92364, 4.85015, 1.10128)  0.28
H (-4.09371, 4.55926, -0.63277)  0.27

---

Record 6
# C25H25ClN2O6TeV

A molecular structure, C25H25ClN2O6TeV (wB97M-V/def2-TZVPD, the Open Molecules 2025 dataset).

Values from the calculation:
<S²>: 0.767
Multiplicity: 2
Lowest unoccupied orbital energy (spin up / spin down) in eV: -1.4 / -1.3
HOMO-LUMO gap (spin up / spin down) in eV: 6.209 / 6.318

Each line ends with the Mulliken charge.
CARTESIAN COORDINATES (ANGSTROEM)
V (-0.10302, -0.43370, -0.16722)  -0.66
O (-3.58651, 0.25412, -1.96538)  -0.67
C (-2.62737, 0.33300, -1.24988)  0.23
O (-1.54764, -0.44329, -1.34834)  -0.39
C (-2.51876, 1.27012, -0.08037)  0.32
C (-3.51872, 2.12320, 0.31442)  -0.76
C (-3.29128, 2.89507, 1.45626)  -0.78
C (-2.08484, 2.79308, 2.11726)  -0.63
C (-1.09436, 1.94392, 1.61886)  0.24
N (-1.34476, 1.18240, 0.55415)  1.72
C (0.30335, 1.88477, 2.24573)  -0.20
O (0.32375, 1.58299, 3.44297)  -0.75
O (1.21737, 2.15682, 1.43774)  -0.64
H (-4.44010, 2.15819, -0.24923)  0.60
H (-4.05907, 3.56600, 1.81967)  0.45
H (-1.86838, 3.35682, 3.01359)  0.59
C (-1.19180, -1.51379, 2.51377)  -1.14
N (-1.07386, -1.94228, 1.10515)  0.48
C (-2.41425, -2.32026, 0.60899)  -1.22
C (-0.17917, -3.12714, 1.00250)  -1.03
C (0.28561, -3.28531, -0.41793)  1.02
C (0.60090, -4.52487, -0.96044)  -1.02
C (1.04909, -4.60758, -2.27089)  -0.64
C (1.16627, -3.45596, -3.03956)  -0.85
C (0.83783, -2.22055, -2.49740)  -0.57
C (0.40971, -2.12440, -1.17953)  0.93
H (-1.55499, -2.34384, 3.12746)  0.40
H (-1.89668, -0.68709, 2.58457)  0.32
H (-0.22610, -1.17595, 2.88219)  0.20
H (-2.81994, -3.11866, 1.23782)  0.37
H (-2.34662, -2.65590, -0.42229)  0.41
H (-3.08112, -1.46176, 0.66223)  0.33
H (-0.71097, -4.01304, 1.36638)  0.55
H (0.66930, -2.94991, 1.66453)  0.27
H (0.49129, -5.42508, -0.36574)  0.47
H (1.29380, -5.57154, -2.69771)  0.39
H (1.50146, -3.52339, -4.06679)  0.46
H (0.90334, -1.33110, -3.11476)  0.51
Cl (6.98199, 0.45624, 1.12641)  -0.22
C (5.27957, 0.13133, 1.08116)  0.03
C (4.71686, -0.71719, 2.03520)  -0.72
C (3.36598, -0.99154, 2.03343)  -1.07
C (2.54922, -0.41976, 1.05844)  0.13
O (1.24964, -0.66141, 1.06036)  1.07
C (3.12146, 0.42356, 0.09046)  1.02
C (2.31261, 1.03018, -0.91589)  -0.12
O (1.12827, 0.74576, -1.15489)  -0.18
C (4.49283, 0.71139, 0.11822)  -1.10
H (5.35702, -1.15229, 2.79104)  0.45
H (2.92520, -1.62258, 2.79195)  0.46
H (2.77176, 1.79842, -1.54616)  0.34
H (4.92267, 1.38220, -0.61414)  0.47
C (-2.46314, 3.97786, -3.44997)  -1.01
Te (-0.71506, 2.86486, -2.94444)  0.22
C (-0.33012, 3.95303, -1.15233)  -0.67
H (-2.22380, 4.87287, -4.01665)  0.33
H (-2.96651, 4.24761, -2.52309)  0.27
H (-3.12071, 3.33597, -4.03137)  0.34
H (-1.27839, 4.08843, -0.63288)  0.18
H (0.10928, 4.92142, -1.37521)  0.53
H (0.34062, 3.37955, -0.51244)  -0.05